70
Properties=species:S:1:pos:R:3 method="wB97M-V/def2-TZVPD" charge=+1 spin_multiplicity=2 homo_ev="-10.71 / -10.85" total_energy_ev=-107752.535 largest_force_ev_per_a=0.93
V 0.365 -0.522 0.193
O 1.688 -0.463 1.405
C 3.025 -0.594 1.402
C 3.690 -1.195 2.463
C 5.070 -1.295 2.422
C 5.799 -0.790 1.346
C 5.136 -0.182 0.301
C 3.740 -0.090 0.308
C 3.068 0.549 -0.793
N 1.811 0.593 -1.017
C 1.407 1.335 -2.212
C 0.399 2.421 -1.861
N -0.677 1.735 -1.203
C -1.845 1.764 -1.684
C -2.896 0.868 -1.186
C -4.247 1.155 -1.366
C -5.223 0.269 -0.944
C -4.858 -0.942 -0.366
C -3.522 -1.269 -0.203
C -2.550 -0.359 -0.603
O -1.246 -0.656 -0.458
H 3.117 -1.577 3.297
H 5.589 -1.771 3.242
H 6.876 -0.872 1.333
H 5.691 0.218 -0.538
H 3.735 1.050 -1.499
H 0.948 0.627 -2.900
H 2.285 1.767 -2.701
H 0.088 2.949 -2.771
H 0.850 3.140 -1.171
H -2.110 2.414 -2.527
H -4.529 2.088 -1.840
H -6.267 0.514 -1.078
H -5.621 -1.642 -0.053
H -3.216 -2.220 0.214
Cl -0.441 -1.573 -3.329
C -0.779 -3.032 -2.449
C -1.818 -3.809 -2.935
C -2.069 -5.047 -2.372
C -1.254 -5.516 -1.357
C -0.229 -4.718 -0.879
Cl 0.821 -5.422 0.317
C 0.015 -3.426 -1.361
S 1.338 -2.454 -0.710
H -2.402 -3.447 -3.768
H -2.870 -5.663 -2.754
H -1.390 -6.504 -0.942
C 0.014 5.234 1.321
C 1.095 4.370 1.211
C 0.898 3.000 1.282
C -0.383 2.517 1.502
C -1.473 3.366 1.623
C -1.267 4.732 1.519
N -0.533 1.097 1.598
N -1.349 0.722 2.455
C -1.436 -0.693 2.605
C -2.279 -1.172 3.591
C -2.320 -2.541 3.813
C -1.503 -3.360 3.052
C -0.688 -2.791 2.081
N -0.664 -1.483 1.850
H 0.168 6.302 1.253
H 2.092 4.764 1.070
H 1.726 2.306 1.198
H -2.462 2.956 1.775
H -2.107 5.408 1.597
H -2.867 -0.470 4.164
H -2.964 -2.954 4.576
H -1.475 -4.431 3.192
H -0.023 -3.392 1.480

=====

129
Properties=species:S:1:pos:R:3 method="wB97M-V/def2-TZVPD" charge=+3 homo_ev=-13.93 total_energy_ev=-100362.391 largest_force_ev_per_a=8.67
Hf 0.330 0.338 -4.588
C -0.284 0.004 -0.919
O 0.049 -0.144 -2.243
H -0.799 -0.825 -0.435
H 0.580 0.226 -0.291
H -0.999 0.814 -0.771
O 0.784 -2.085 5.295
P 0.636 -3.028 4.141
N 1.660 -2.653 2.802
C 1.782 -1.247 2.391
C 2.008 -3.646 1.745
N -0.946 -3.121 3.467
C -1.160 -3.896 2.223
C -1.906 -2.037 3.673
N 0.995 -4.685 4.587
C 2.310 -5.007 4.946
C -0.012 -5.359 5.463
H 1.912 -0.510 3.183
H 1.000 -0.917 1.706
H 2.652 -1.078 1.758
H 3.095 -3.601 1.668
H 1.593 -3.416 0.764
H 1.736 -4.673 1.990
H -0.662 -3.340 1.429
H -0.762 -4.893 2.408
H -2.225 -3.958 2.000
H -2.940 -2.360 3.553
H -1.782 -1.622 4.673
H -1.708 -1.196 3.008
H 2.391 -6.090 5.039
H 2.989 -4.814 4.115
H 2.646 -4.560 5.882
H 0.006 -4.863 6.434
H 0.346 -6.364 5.685
H -0.999 -5.433 5.006
O -0.588 2.393 -3.645
P -0.926 3.780 -3.161
N 0.345 4.724 -2.508
C 1.259 5.202 -3.536
C 0.841 4.601 -1.082
N -2.131 3.693 -1.884
C -3.058 2.567 -1.783
C -2.239 4.647 -0.787
N -1.582 4.852 -4.327
C -2.228 4.368 -5.509
C -1.915 6.254 -3.987
H 0.736 5.455 -4.458
H 2.157 4.601 -3.681
H 1.629 6.117 -3.073
H 1.102 5.581 -0.682
H 1.833 4.149 -1.067
H 0.142 4.018 -0.483
H -2.643 1.711 -2.316
H -3.058 2.358 -0.713
H -4.068 2.833 -2.096
H -3.260 4.864 -0.472
H -1.761 4.259 0.113
H -1.717 5.586 -0.969
H -2.565 5.106 -6.237
H -1.517 3.695 -5.990
H -3.125 3.879 -5.129
H -1.592 6.435 -2.962
H -2.938 6.629 -3.964
H -1.368 6.928 -4.645
O 1.145 4.760 3.691
P 0.788 3.305 3.769
N -0.756 2.961 3.222
C -1.822 3.919 3.273
C -1.225 1.530 3.142
N 0.681 2.825 5.400
C 1.166 1.557 5.883
C 0.105 3.660 6.427
N 1.804 2.187 2.971
C 1.781 2.026 1.520
C 3.137 1.976 3.471
H -2.014 4.247 2.251
H -1.561 4.717 3.967
H -2.676 3.460 3.771
H -1.917 1.346 3.964
H -0.370 0.860 3.233
H -1.809 1.365 2.236
H 0.510 1.134 6.644
H 1.248 0.818 5.086
H 2.097 1.855 6.365
H -0.778 3.151 6.812
H 0.827 3.925 7.199
H -0.064 4.635 5.969
H 2.361 2.779 0.986
H 2.373 1.142 1.279
H 0.791 1.883 1.086
H 3.865 2.768 3.293
H 3.553 1.079 3.014
H 3.264 1.821 4.542
O -0.461 -1.933 -4.400
P -0.631 -3.329 -3.855
N -1.779 -3.485 -2.579
C -1.943 -4.698 -1.730
C -2.739 -2.391 -2.324
N 0.827 -4.007 -3.239
C 1.854 -4.720 -4.107
C 1.332 -3.622 -1.929
N -1.286 -4.463 -4.958
C -2.133 -3.936 -6.039
C -1.198 -5.895 -4.877
H -1.045 -5.203 -1.374
H -2.457 -5.453 -2.325
H -2.533 -4.560 -0.824
H -3.481 -2.680 -1.580
H -3.294 -2.175 -3.237
H -2.339 -1.449 -1.950
H 1.445 -5.086 -5.049
H 2.696 -4.045 -4.261
H 2.300 -5.564 -3.581
H 2.185 -4.154 -1.506
H 1.590 -2.565 -1.987
H 0.533 -3.829 -1.217
H -1.718 -2.975 -6.344
H -2.240 -4.545 -6.937
H -3.149 -3.651 -5.767
H -1.163 -6.296 -5.890
H -2.143 -6.274 -4.487
H -0.336 -6.249 -4.312
C 4.256 2.166 -3.644
N 3.179 1.936 -2.637
O 3.597 1.861 -1.496
O 2.065 1.598 -3.090
H 3.917 2.825 -4.442
H 4.611 1.230 -4.077
H 5.092 2.676 -3.165

=====

56
Properties=species:S:1:pos:R:3 method="wB97M-V/def2-TZVPD" spin_multiplicity=2 homo_ev="-8.69 / -8.76" total_energy_ev=-248411.993 largest_force_ev_per_a=1.62
Ti 1.677 0.380 0.021
O 5.395 1.455 -0.837
S 4.251 0.614 -0.740
O 3.071 0.969 -1.552
O 3.689 0.444 0.630
C 4.737 -1.031 -1.259
C 6.046 -1.152 -1.695
C 6.533 -2.368 -2.153
C 5.706 -3.474 -2.182
C 4.392 -3.366 -1.746
C 3.896 -2.158 -1.282
S 2.206 -2.209 -0.693
O 1.477 -1.114 -1.401
O 1.703 -3.520 -0.931
O 2.222 -1.732 0.700
H 6.678 -0.276 -1.671
H 7.560 -2.439 -2.487
H 6.071 -4.427 -2.540
H 3.736 -4.224 -1.757
Cl -1.196 7.011 1.607
C -0.685 5.472 0.998
C 0.548 4.966 1.364
C 0.933 3.737 0.866
Cl 2.471 3.075 1.303
C 0.134 2.968 0.008
O 0.552 1.791 -0.451
C -1.104 3.531 -0.335
Cl -2.146 2.671 -1.407
C -1.512 4.762 0.148
H 1.202 5.516 2.025
H -2.473 5.159 -0.146
Br 0.307 0.337 2.178
Ge -1.357 -1.099 1.134
C -2.018 -0.934 -0.699
C -1.424 -0.488 -1.875
C -2.084 -0.616 -3.086
C -3.343 -1.195 -3.149
C -3.948 -1.641 -1.986
C -3.294 -1.504 -0.770
C -2.859 -0.823 2.324
C -3.596 0.355 2.197
C -4.676 0.592 3.034
C -5.028 -0.347 3.993
C -4.301 -1.522 4.122
C -3.213 -1.758 3.291
H -0.617 -2.400 1.448
H -0.458 -0.015 -1.875
H -1.605 -0.252 -3.986
H -3.851 -1.292 -4.100
H -4.933 -2.089 -2.015
H -3.801 -1.845 0.126
H -3.333 1.088 1.439
H -5.244 1.508 2.935
H -5.874 -0.163 4.643
H -4.577 -2.253 4.870
H -2.643 -2.673 3.402

=====

13
Properties=species:S:1:pos:R:3 method="wB97M-V/def2-TZVPD" homo_ev=-9.13 total_energy_ev=-15879.425 largest_force_ev_per_a=6.17
C -1.100 -0.930 -0.559
C -0.294 -0.578 0.589
C -0.852 1.589 -0.697
C 1.591 -1.097 0.961
N -0.436 0.240 -0.541
O -1.746 -1.592 -1.316
I 2.808 0.144 -0.327
H -0.632 -0.468 1.523
H -1.507 2.013 0.244
H 0.103 2.112 -0.740
H -1.324 1.531 -1.757
H 1.730 -2.174 0.637
H 1.661 -0.789 1.983

=====

92
Properties=species:S:1:pos:R:3 method="wB97M-V/def2-TZVPD" charge=-1 homo_ev=-4.62 total_energy_ev=-2556055.757 largest_force_ev_per_a=5.11
C 0.468 3.488 -0.210
O 0.241 3.099 -1.562
C 1.405 2.547 -2.181
C 1.873 1.180 -1.602
C 0.696 0.130 -1.479
C 1.089 -1.079 -0.570
O 1.291 -0.550 0.737
C 2.492 -1.730 -0.970
O 3.340 -1.885 0.163
C 3.673 -3.250 0.428
C 5.009 -3.256 1.301
O 4.958 -2.762 2.448
O 6.042 -3.732 0.755
O 0.142 -2.164 -0.556
C -1.219 -1.708 -0.794
H -0.415 3.160 0.404
H 1.386 3.065 0.254
H 0.482 4.607 -0.130
H 2.245 3.284 -2.013
H 1.271 2.525 -3.297
H 2.427 1.263 -0.633
H 2.607 0.762 -2.338
H -0.167 0.723 -1.084
H 0.514 -0.255 -2.514
H 0.417 -0.348 1.115
H 2.267 -2.769 -1.336
H 2.985 -1.207 -1.821
H 3.924 -3.839 -0.490
H 2.868 -3.775 1.017
H -1.349 -1.601 -1.897
H -1.901 -2.514 -0.451
H -1.503 -0.798 -0.218
C 1.642 -0.240 4.333
Br 3.191 -1.206 3.698
Br 1.037 1.072 3.044
Br 0.221 -1.450 4.854
H 1.935 0.304 5.224
C -0.828 -5.392 4.554
Br -1.186 -7.245 4.983
Br 0.340 -5.215 3.026
Br -2.461 -4.377 4.337
H -0.304 -4.967 5.404
C -3.421 -0.438 -4.526
Br -2.264 0.956 -3.856
Br -2.419 -1.833 -5.412
Br -4.563 -1.148 -3.137
H -4.067 0.013 -5.270
C -0.166 7.396 -2.373
Br -1.897 7.807 -1.617
Br 1.138 7.010 -1.000
Br -0.274 5.980 -3.683
H 0.173 8.285 -2.893
C -5.482 9.618 0.376
Br -5.800 11.113 -0.809
Br -4.938 8.038 -0.592
Br -4.222 10.060 1.770
H -6.426 9.388 0.858
C -0.724 -5.948 -1.629
Br 0.976 -6.784 -2.020
Br -0.560 -4.020 -1.510
Br -2.102 -6.498 -2.887
H -1.033 -6.301 -0.650
C 2.636 -10.218 -2.974
Br 3.826 -8.889 -2.236
Br 3.603 -11.606 -3.914
Br 1.455 -10.941 -1.629
H 2.010 -9.717 -3.704
C -2.439 -1.688 8.366
Br -2.872 -1.701 10.251
Br -1.362 -3.210 7.868
Br -4.021 -1.539 7.266
H -1.840 -0.803 8.184
C 4.300 1.655 -5.023
Br 3.996 -0.197 -4.569
Br 5.427 1.830 -6.584
Br 2.641 2.633 -5.227
H 4.834 2.105 -4.193
C -4.052 10.272 -4.402
Br -2.340 9.461 -4.782
Br -3.942 12.201 -4.368
Br -5.423 9.652 -5.614
H -4.340 9.953 -3.405
C -1.587 8.059 4.372
Br -2.415 6.764 3.203
Br -1.668 7.509 6.223
Br 0.220 8.467 3.822
H -2.160 8.975 4.288
C 0.135 -10.848 3.113
Br -1.498 -11.137 4.110
Br -0.152 -9.727 1.569
Br 1.550 -10.168 4.238
H 0.457 -11.816 2.747

=====

10
Properties=species:S:1:pos:R:3 method="wB97M-V/def2-TZVPD" homo_ev=-8.62 total_energy_ev=-8201.308 largest_force_ev_per_a=6.79
C 0.722 0.212 0.046
C -0.237 1.109 -0.006
C -1.337 -0.618 -0.116
H 2.366 -0.928 -0.252
H -0.320 2.264 0.205
H -2.154 -1.251 -0.099
H 0.083 -2.068 0.294
N -1.524 0.607 0.001
N -0.120 -1.043 0.087
O 2.081 0.102 -0.038